{"formula": "C36H93N5O16", "method": "the ωB97M-V functional and the def2-TZVPD basis", "elements": ["C", "H", "H", "C", "H", "O", "O", "O", "H", "H", "H", "H", "H", "H", "O", "H", "C", "C", "C", "H", "H", "H", "C", "H", "H", "O", "H", "C", "C", "N", "H", "O", "C", "H", "C", "C", "H", "O", "H", "C", "C", "H", "H", "H", "H", "H", "H", "H", "C", "H", "C", "H", "H", "N", "H", "H", "H", "O", "H", "H", "H", "H", "C", "H", "H", "H", "H", "C", "H", "H", "H", "H", "H", "H", "O", "H", "C", "C", "H", "H", "H", "H", "O", "H", "H", "H", "H", "O", "C", "H", "H", "H", "C", "H", "H", "C", "O", "H", "H", "H", "C", "C", "O", "H", "H", "H", "C", "O", "H", "N", "N", "H", "H", "H", "H", "C", "C", "H", "H", "H", "C", "C", "C", "H", "H", "H", "C", "H", "H", "H", "O", "H", "C", "H", "H", "H", "C", "C", "H", "H", "H", "H", "H", "C", "O", "C", "H", "H", "N", "H"], "coordinates": [[-3.85876, 1.48408, -0.11916], [1.41601, 2.50647, -3.05609], [-2.19264, 0.77528, 3.06601], [0.60055, 1.86025, -2.73122], [-3.10184, 1.72346, -0.86607], [-1.93256, 4.48540, -5.86002], [1.98043, 0.61828, -5.43405], [0.11400, -1.86599, 5.11805], [-0.45824, 3.53096, -8.50015], [0.29241, 2.57121, -5.81534], [-1.40244, 1.34143, 1.36047], [3.83743, 2.52185, 5.31971], [-2.56072, 6.44128, -6.05830], [-2.00975, 1.58622, 5.55253], [-3.26203, 0.51367, 6.35479], [1.02677, -0.09321, -7.20925], [-2.83772, 0.38854, 3.85493], [-2.60207, -1.69043, -2.71772], [1.20369, -0.37380, 1.48446], [-3.55022, 0.21832, -3.24389], [-3.78670, 0.83512, 3.55812], [-1.23314, -6.51974, 2.27643], [-1.73558, 5.85156, -5.65897], [3.87544, -2.45887, -0.04675], [-2.56635, -8.74938, 2.12090], [-3.13761, -6.65167, 1.80556], [1.99884, 1.44081, 1.27620], [-0.32016, 2.76324, -1.87449], [3.35703, 4.26128, 2.84456], [-4.41055, -0.42621, -1.55596], [2.73511, 0.28723, -7.17643], [-1.54615, -2.04550, -1.68312], [-2.14704, -6.13824, 2.73180], [1.43614, 4.19165, 2.01444], [-0.05571, 5.90893, 3.57929], [-3.57059, 3.19135, 1.49434], [1.29637, -1.03619, 6.52927], [-0.06292, 1.38557, -3.86290], [1.53595, 2.01150, -8.43286], [4.48513, 3.06323, 4.63014], [-1.72393, 3.93846, -7.15592], [3.57916, 3.34801, 2.29257], [-2.05431, 4.70972, -7.85171], [-2.30723, -6.64763, 3.68204], [-2.35012, 3.04699, -7.19148], [-0.13053, 6.89682, 4.03380], [-2.53472, -2.81101, 0.11539], [1.49554, -1.36249, 1.13030], [-3.05079, -8.02619, 1.46483], [6.10533, -5.41086, 0.24213], [-2.77504, 7.24419, 2.37456], [3.12121, -2.48773, -2.42785], [-1.19675, -2.94904, 3.05858], [1.38786, 5.74224, 3.29086], [-1.07130, -5.12824, 5.02910], [-4.57296, 3.61945, 1.50492], [-1.67468, 5.89815, -4.57167], [-2.23189, 5.94597, 2.69294], [2.55253, 2.53425, -7.26087], [4.93767, -4.74208, -4.29581], [4.83153, 2.24655, 3.99678], [-2.63994, 7.38268, 1.30188], [-2.30159, -4.62960, 2.78590], [3.09829, -1.18202, -5.25760], [-0.95783, 4.13850, -3.16953], [0.98301, -0.63287, 2.51997], [-1.29885, 2.32463, -1.67980], [1.58047, 2.04822, -7.34439], [-3.33962, -2.46301, -2.93503], [4.28005, -6.11773, 1.34909], [3.39385, -3.87564, -4.61410], [-2.65434, -3.87167, -1.23740], [-3.27102, -0.39207, 6.67283], [6.25547, -3.62701, -1.15563], [2.24970, 0.53985, 1.49282], [5.15878, -5.55649, -1.13711], [4.05554, -5.21542, 0.78030], [4.45877, -3.76930, -4.40738], [3.70167, 5.09138, 2.22792], [-0.83831, -0.52324, 1.31279], [1.09300, -3.72193, 4.56321], [-4.73212, 1.95112, -0.57437], [-0.42979, 4.13054, -2.36783], [-0.78394, 4.93160, 1.62685], [-2.88679, 3.71634, 0.82732], [0.47266, -3.62807, 6.13505], [-3.36176, -0.55924, 0.34450], [-0.44754, 1.43911, 1.34569], [5.19210, -5.00796, -0.19579], [-4.90891, -1.30298, -1.50094], [0.86830, 0.98233, -2.14326], [-1.05479, -3.66157, -0.65806], [1.59000, -5.42692, 0.82682], [-3.15252, 3.07652, 2.49440], [0.55803, 1.13616, -4.55125], [-0.87943, 5.83048, 2.23595], [3.99097, 4.26597, 4.10512], [3.45828, -4.14405, -2.09241], [0.91950, -0.04531, 5.08290], [-2.11185, 7.97864, 2.83160], [0.26003, -3.29267, 5.11997], [-0.26140, 3.72401, -7.44559], [-2.91080, -1.02171, 3.49087], [-3.20935, -4.31814, 3.30269], [1.62914, -6.35815, 1.39195], [-0.39651, 5.04572, 4.15097], [-0.07014, 0.16114, 0.95273], [4.91925, -3.17207, -3.17777], [0.38782, 4.59842, -7.49067], [-1.18373, -3.93029, 3.29751], [5.56814, -3.66130, -0.41637], [-3.68729, -1.43927, 3.87077], [-5.01269, -0.08873, 0.49793], [4.08960, -4.44480, 1.55042], [-2.65852, -8.23167, 0.46884], [-2.33502, 0.56126, 5.37433], [1.86731, 4.41563, 2.99015], [1.55526, -4.64103, 1.58132], [-1.50463, -0.10453, 5.60951], [2.50459, -0.47384, -3.86840], [-1.99934, -3.13107, -0.77850], [1.75665, 0.62415, -6.83405], [-4.15709, -0.02401, -0.17426], [2.16469, -1.38476, 4.98476], [-0.13680, 0.10008, -0.13352], [0.69351, -5.49268, 0.21032], [4.59559, -2.69429, -0.83037], [1.97472, 6.16062, 3.99843], [-4.04659, -8.46877, 1.48931], [-2.58237, -4.34632, 1.77149], [2.81981, -5.18765, 0.06346], [-3.80304, 7.18116, 2.73142], [-3.21014, -0.34471, -2.37472], [-2.30690, 0.14972, -2.01724], [1.49265, 3.77578, 3.78910], [0.14564, 2.69136, -0.89166], [2.19544, -0.69426, -4.89013], [1.24317, -1.02273, 5.44065], [1.38534, -1.41005, -5.02973], [-2.07147, -1.47501, -3.64516], [-0.74256, 6.16566, -5.98047], [5.05065, -3.18391, -5.11100], [5.44264, 3.29951, 5.09428], [3.93348, -3.16588, -2.16625], [-3.50335, 1.80216, 1.18786], [-1.03728, -4.07004, 4.76995], [4.98504, -1.68157, -0.93446], [-1.93802, -3.59886, 5.16333], [0.26130, 2.48578, -6.82123], [-0.65036, 6.68815, 1.60345]], "forces_ev_per_a": [[-0.095, -1.423, -1.461], [0.557, -0.230, 0.416], [0.652, 0.205, 0.806], [-1.112, 0.685, 0.093], [0.652, 0.199, 0.307], [-0.575, -1.201, 0.540], [-0.993, -0.726, 0.286], [-0.295, -0.880, -1.132], [0.981, -0.618, -0.615], [-0.104, 0.218, 0.177], [-0.501, 0.871, 0.065], [-0.390, 0.558, 0.337], [0.136, 0.260, -0.094], [0.821, 0.268, -1.079], [-2.479, -1.548, 1.720], [-0.503, 0.171, 0.437], [0.235, -1.376, 0.625], [1.595, 0.782, 0.266], [-0.338, 0.188, 2.012], [0.570, -0.252, -0.557], [-0.279, 0.269, 0.901], [0.769, 0.729, 0.512], [0.555, -0.611, 0.715], [-0.538, -0.773, 0.021], [0.807, 0.719, 0.674], [-0.217, -0.157, 0.269], [-0.546, -0.136, -0.002], [0.612, -0.186, -0.573], [-0.411, -0.006, 0.052], [0.028, 0.878, 2.371], [0.109, -0.283, -0.871], [-3.217, -1.086, -0.698], [-0.672, -1.406, -0.993], [-0.225, -0.678, 0.033], [1.731, -1.272, -2.399], [1.152, -1.098, 0.746], [0.523, 0.272, 0.109], [-1.583, 0.206, -0.433], [-0.566, -0.317, -0.207], [1.134, -0.607, 0.450], [0.320, 2.102, 1.538], [0.025, -0.213, 0.077], [-0.403, -0.152, -0.486], [0.131, 0.093, 0.285], [0.411, -0.086, -0.288], [-0.607, -0.312, 0.148], [0.522, 0.427, 0.169], [0.070, 0.260, -1.027], [-0.815, -0.645, 0.040], [-0.083, -0.461, 0.465], [1.125, -1.574, 0.090], [-0.185, 0.354, -0.164], [-0.211, 0.113, 0.058], [0.520, 1.357, -0.018], [0.623, 0.135, 0.195], [-0.054, -0.173, -0.134], [-0.380, 0.659, 0.059], [-0.377, 0.175, -0.713], [-0.209, 1.027, 1.191], [-0.488, -0.543, -0.903], [-0.475, 0.331, -1.346], [-0.719, 0.182, -0.219], [-1.090, -0.076, -0.855], [0.173, 0.190, -0.785], [-0.116, -0.369, -0.180], [-0.007, 0.184, 0.621], [-0.188, -0.086, -0.543], [-1.306, -1.539, -0.129], [0.163, -0.332, 0.493], [-0.634, -0.648, -0.248], [-0.013, 0.516, 0.307], [-0.170, 0.229, -0.588], [-0.479, -0.036, 0.286], [0.423, -0.225, 0.168], [1.654, 0.203, -0.414], [-1.041, -0.412, -0.112], [-0.293, 0.083, -0.322], [2.443, -0.195, 1.037], [0.378, 0.191, 0.180], [-0.132, -0.462, -0.064], [0.039, 0.567, -0.703], [-0.516, 0.553, 0.788], [0.393, -1.088, 0.945], [0.267, -0.217, 0.376], [-0.103, 0.408, 0.107], [0.252, 0.244, 0.586], [0.418, -0.243, -0.115], [0.389, 0.814, 0.702], [0.995, -0.742, 0.268], [0.475, -0.295, -0.721], [0.609, 0.191, 0.408], [-0.168, -0.022, 1.028], [1.880, 0.274, 0.552], [-0.098, 1.398, 0.221], [0.564, -0.231, -0.042], [-0.310, 1.033, 1.768], [0.304, 0.000, -0.175], [0.186, -0.236, 0.362], [0.479, 0.029, 0.017], [-0.540, 0.470, 0.441], [-0.367, -0.801, 2.078], [-0.702, -1.957, -1.136], [0.221, 0.153, 0.089], [-0.539, -0.513, 0.627], [0.299, -0.325, -0.075], [-0.383, 0.319, 0.696], [-1.117, -1.815, -1.609], [-1.066, 0.585, 0.214], [-0.077, 0.276, 0.754], [1.370, -0.580, 0.268], [1.066, 2.427, 0.061], [-0.139, 0.212, 0.116], [-0.436, -0.588, -0.366], [-0.084, 0.507, -0.030], [0.226, 0.506, -0.158], [1.350, 1.871, -2.762], [-1.067, 0.092, -0.224], [-0.626, 0.204, -0.047], [0.086, -0.178, -0.614], [-0.785, -0.396, 0.315], [1.101, 0.455, -1.527], [2.235, -0.027, -0.707], [-0.003, 1.309, 0.472], [0.035, 0.189, -0.085], [0.309, -0.053, -0.386], [0.430, 0.479, -0.348], [-1.532, -0.392, -0.971], [-0.190, 0.067, 0.201], [-0.430, 0.438, -0.294], [0.657, 0.189, -0.279], [-1.074, -0.839, 0.212], [0.137, 0.682, -0.180], [-0.624, -1.201, -0.900], [-0.602, 0.577, 0.819], [-0.030, -0.920, -0.198], [0.111, 1.067, 0.165], [1.105, 0.768, 0.320], [-1.363, -1.225, 0.187], [-0.382, 0.384, 0.277], [0.444, -0.491, -0.011], [-0.031, 0.329, -0.528], [-0.652, -0.288, -0.734], [-0.232, 0.236, 0.675], [-0.322, 0.929, 0.818], [-0.760, 0.064, -0.726], [0.138, 2.022, -2.314], [0.809, -0.224, -0.502], [0.028, 0.152, 0.891], [1.168, 1.550, -0.948], [0.293, -0.013, -0.110]], "molar_mass_g_mol": 852.2, "spin_multiplicity": 1, "smiles": "COCCNCCOC.COCCNCCOC.COCCNCCOC.COCCNCCOC.COCCNCCOC.OCCO.OCCO.OCCO", "e_above_lowest_kj_mol": 576.23, "homo_ev": -8.254}